No. 1
Entry from the OMol25 dataset: a structure of composition C18H31CoIN2OP2Se2Te2 in a non-equilibrium geometry (the ωB97M-V functional and the def2-TZVPD basis).

Values from the calculation:
**Gap between HOMO and LUMO (spin up / spin down)**: 3.69 / 3.67 eV
**Energy relative to the best compared isomer or geometry (same formula, charge and spin)**: 155.7 kJ/mol
**Net charge**: -2
**Spin multiplicity**: 2
**<S²>**: 0.764

Last column: Löwdin spin population.
Geometry (Å):
Co1 0.1507 0.0404 -0.2232  -0.055
C1 -0.4819 1.0563 3.2887  0.000
P1 0.2565 -0.0638 1.9993  0.004
C2 1.3813 -1.2493 2.8466  0.004
C3 -1.3032 -1.1886 2.3308  0.002
C4 -1.4693 -2.0027 3.4482  0.000
C5 -2.6766 -2.6215 3.7218  0.000
C6 -3.7588 -2.4504 2.8774  0.000
C7 -3.6216 -1.6644 1.7507  0.000
C8 -2.4077 -1.0377 1.4881  0.000
P2 -2.1745 0.0255 0.0442  0.001
C9 -3.0750 -0.8535 -1.2941  0.001
C10 -3.5102 1.2793 0.4281  0.000
H1 -0.9958 0.4820 4.0596  0.000
H2 -1.2193 1.6902 2.7881  0.000
H3 0.2514 1.7083 3.7603  0.000
H4 1.3043 -1.1205 3.9325  0.000
H5 2.4101 -1.0578 2.5341  0.004
H6 1.1130 -2.2762 2.5821  0.002
H7 -0.6473 -2.1497 4.1390  0.000
H8 -2.7793 -3.2423 4.6072  0.000
H9 -4.7064 -2.9253 3.1059  0.000
H10 -4.4609 -1.5344 1.0796  0.000
H11 -4.1477 -0.9309 -1.1003  0.000
H12 -2.6390 -1.8505 -1.4091  0.001
H13 -2.9186 -0.2959 -2.2240  0.000
H14 -4.4456 0.8075 0.7374  0.000
H15 -3.6870 1.8809 -0.4676  0.000
H16 -3.1604 1.9350 1.2289  0.000
Se1 2.6929 0.0863 -0.3234  0.392
Te1 3.2679 -2.2858 -0.4473  0.535
Te2 -0.3731 -3.5330 -2.1451  0.024
Se2 0.0056 -2.1744 -0.1173  0.013
C11 2.4217 2.0306 2.6288  0.004
O1 1.7170 1.1501 1.8530  0.052
H17 2.8536 1.5699 3.5351  0.000
H18 1.8118 2.8941 2.9523  0.001
H19 3.2546 2.4328 2.0321  0.002
N1 0.1276 0.0523 -1.9823  0.008
C12 0.1790 -0.1398 -3.1273  0.001
N2 0.0785 -0.2315 -4.4248  0.000
C13 -0.7027 0.7547 -5.1346  0.000
C14 0.2003 1.6996 -5.9338  0.000
C15 1.1030 0.8806 -6.8547  0.000
C16 1.9322 -0.0963 -6.0206  0.000
C17 1.0046 -1.0124 -5.2131  0.000
H20 -1.2892 1.3197 -4.4055  0.000
H21 -1.3934 0.2321 -5.8145  0.000
H22 0.8161 2.2794 -5.2407  0.000
H23 -0.4204 2.3943 -6.5081  0.000
H24 1.7570 1.5443 -7.4281  0.000
H25 0.4836 0.3202 -7.5628  0.000
H26 2.5748 0.4675 -5.3399  0.000
H27 2.5674 -0.7062 -6.6665  0.000
H28 1.5700 -1.6604 -4.5406  0.000
H29 0.4172 -1.6482 -5.8908  0.000
I1 1.2930 3.3208 -1.5095  0.004
C18 -0.0597 2.0892 -0.2614  0.003
H30 0.0034 2.5855 0.7156  0.000
H31 -1.0443 2.3725 -0.6814  0.000

***

No. 2
Entry from the OMol25 dataset: a structure of composition C18H31InNaO8 in a non-equilibrium geometry (the ωB97M-V functional and the def2-TZVPD basis).

Values from the calculation:
**Gap between HOMO and LUMO**: 3.36 eV
**Energy relative to the best compared isomer or geometry (same formula, charge and spin)**: 221.8 kJ/mol
**Net charge**: -1

Last column: Mulliken charge in e.
Geometry (Å):
C1 5.7897 -0.6696 0.9942  -0.826
C2 6.2283 0.5131 0.0363  -0.608
C3 5.0517 1.4315 -0.1498  0.148
O1 4.6587 2.0452 1.0262  -0.793
In1 2.5780 2.0496 0.7327  1.070
O2 1.4102 3.4582 1.7770  -0.759
C4 0.4285 2.8823 2.4374  0.574
O3 0.1417 3.2150 3.5900  -0.687
C5 -0.3845 1.7963 1.7680  0.173
C6 -0.3054 1.4907 0.4399  -0.370
C7 -1.0194 0.4883 -0.1419  -0.394
C8 -1.8812 -0.2514 0.6250  -0.756
C9 -1.9949 0.0714 1.9545  -0.242
C10 -1.2562 1.0604 2.5365  -0.595
H1 5.1965 -0.2382 1.7948  0.323
H2 6.6673 -1.2128 1.3508  0.326
H3 5.1669 -1.3918 0.4281  0.121
H4 7.1449 0.9860 0.3814  0.355
H5 6.4324 0.0609 -0.9731  0.119
H6 4.2199 0.7419 -0.4369  -0.110
H7 5.1516 2.1331 -0.9915  0.261
H8 1.9339 0.4338 1.0464  -0.206
H9 2.3749 2.4377 -1.0068  -0.301
H10 0.3830 2.0432 -0.1867  0.510
H11 -0.8856 0.2633 -1.1906  0.313
H12 -2.4472 -1.0575 0.1815  0.490
H13 -2.7019 -0.4962 2.5540  0.458
H14 -1.3690 1.2873 3.5856  0.486
Na1 5.5875 -1.7835 -1.1480  0.800
C11 0.7447 -2.5351 -1.2528  -0.369
O4 1.4636 -1.4257 -1.5256  -0.662
H15 1.2460 -3.3288 -0.6290  0.189
H16 -0.2139 -2.3902 -0.6827  0.005
H17 0.3929 -3.1307 -2.1208  0.070
C12 2.2615 -2.4714 -4.9722  -1.080
C13 1.0139 -3.2902 -5.2731  0.277
C14 0.3893 -2.8805 -6.6021  -1.312
O5 0.0788 -3.1240 -4.2219  -0.512
H18 2.0155 -1.4106 -4.8910  0.331
H19 2.6893 -2.7685 -4.0147  0.184
H20 3.0164 -2.5987 -5.7556  0.429
H21 1.2677 -4.3526 -5.3020  0.245
H22 0.0873 -1.8301 -6.5750  0.341
H23 -0.5086 -3.4689 -6.7999  0.320
H24 1.0880 -3.0200 -7.4311  0.373
H25 -0.1539 -2.1899 -4.1697  0.321
C15 -5.7660 3.3371 4.1356  -1.397
C16 -6.1288 2.0712 3.3922  0.447
C17 -7.0414 1.1405 4.1558  -0.520
O6 -6.6783 -0.1417 3.6360  -0.368
C18 -5.3840 -0.0495 3.2127  0.607
O7 -4.7043 -0.9712 2.9126  -0.484
O8 -4.9795 1.2425 3.1865  -0.251
H26 -6.6451 3.7839 4.6029  0.373
H27 -5.0134 3.1366 4.8980  0.353
H28 -5.3375 4.0699 3.4526  0.359
H29 -6.5488 2.3164 2.4127  0.232
H30 -8.0951 1.3433 3.9730  0.316
H31 -6.8568 1.1489 5.2335  0.307

***

No. 3
Entry from the OMol25 dataset: the molecule C18H31N5O3S in a non-equilibrium geometry (the ωB97M-V functional and the def2-TZVPD basis).

Values from the calculation:
**Gap between HOMO and LUMO**: 9.23 eV
**Energy relative to the best compared isomer or geometry (same formula, charge and spin)**: 37.5 kJ/mol
**Net charge**: 0

Last column: Mulliken charge in e.
Geometry (Å):
C1 -2.3259 -2.4523 -1.7273  -1.107
C2 -3.3314 -1.3110 -1.6280  -0.608
N1 -2.6961 -0.0010 -1.6196  0.674
C3 -3.6950 1.0364 -1.8739  -1.055
C4 -3.0977 2.4369 -1.8358  -0.442
C5 -2.3672 2.7006 -0.5217  -1.022
C6 -1.3375 1.6090 -0.3259  1.545
O1 -0.6881 1.8319 0.9255  -0.504
N2 0.4911 1.1296 0.9682  0.088
C7 0.5653 -0.0386 1.6398  -0.328
O2 -0.4041 -0.6445 2.0588  -0.643
C8 1.9679 -0.6199 1.7125  0.526
C9 2.0612 -1.8042 0.7542  -1.693
N3 1.4669 -1.5143 -0.5372  0.019
C10 1.8820 -0.5115 -1.3314  0.500
O3 2.8382 0.1972 -1.0559  -0.652
C11 1.0979 -0.3060 -2.6176  0.350
C12 0.8829 1.1322 -2.9475  0.302
C13 -0.2779 1.8016 -3.2455  -1.185
N4 -0.1602 3.1049 -3.5081  -0.215
N5 1.0577 3.5480 -3.4427  -0.478
S1 2.1143 2.3130 -3.0285  0.205
C14 2.4641 -0.8971 3.1433  1.627
C15 1.7022 -2.0364 3.8267  -1.715
C16 2.3065 0.3706 3.9857  -1.819
C17 3.9535 -1.2589 3.1040  -1.883
C18 -1.9889 0.2308 -0.3654  -1.014
H1 -2.8446 -3.4079 -1.8164  0.461
H2 -1.6989 -2.3318 -2.6124  0.185
H3 -1.6835 -2.5136 -0.8470  0.206
H4 -3.9937 -1.3682 -2.4937  0.495
H5 -3.9655 -1.4427 -0.7366  0.388
H6 -4.1412 0.8591 -2.8544  0.415
H7 -4.5144 0.9649 -1.1367  0.435
H8 -2.4317 2.5775 -2.6914  0.077
H9 -3.8995 3.1674 -1.9619  0.441
H10 -1.8882 3.6795 -0.5503  0.362
H11 -3.0880 2.6859 0.3003  0.389
H12 -0.5967 1.6761 -1.1307  -0.420
H13 1.2988 1.6877 0.7370  0.328
H14 2.6507 0.1372 1.3078  1.013
H15 3.1028 -2.0935 0.6146  0.348
H16 1.5427 -2.6705 1.1629  0.458
H17 0.6432 -2.0292 -0.7973  0.300
H18 1.6686 -0.7938 -3.4127  0.503
H19 0.1350 -0.8175 -2.5643  -0.586
H20 -1.2634 1.3554 -3.2485  1.040
H21 1.8177 -2.9856 3.2989  0.343
H22 2.0730 -2.1887 4.8427  0.464
H23 0.6356 -1.8232 3.8971  0.314
H24 2.8082 1.2249 3.5223  0.354
H25 1.2556 0.6365 4.1250  0.393
H26 2.7375 0.2337 4.9779  0.471
H27 4.5380 -0.5019 2.5743  0.383
H28 4.3575 -1.3375 4.1141  0.471
H29 4.1328 -2.2193 2.6161  0.376
H30 -2.6592 0.1173 0.5022  0.197
H31 -1.2111 -0.5248 -0.2452  -0.077

***

No. 4
Entry from the OMol25 dataset: a structure of composition C18H32AsF6N3O2PtSSi in a non-equilibrium geometry (the ωB97M-V functional and the def2-TZVPD basis).

Values from the calculation:
**Gap between HOMO and LUMO (spin up / spin down)**: 7.78 / 5.88 eV
**Energy relative to the best compared isomer or geometry (same formula, charge and spin)**: 27.8 kJ/mol
**Net charge**: +1
**Spin multiplicity**: 2
**<S²>**: 0.793

Last column: Löwdin spin population.
Geometry (Å):
Pt1 0.9412 -0.5325 0.1927  0.020
N1 4.8482 0.9665 0.7533  0.097
C1 3.5582 0.7013 0.6896  0.059
S1 2.8352 0.2868 -0.8046  0.033
N2 2.8736 0.8395 1.8478  0.291
N3 1.6344 0.3966 1.8088  0.168
C2 1.0097 0.4482 2.9957  -0.018
C3 -0.1109 -0.2624 3.3727  0.087
C4 -0.6106 -0.0433 4.7003  -0.011
C5 -1.6433 -0.7665 5.1854  0.049
C6 -2.2339 -1.7808 4.3732  0.042
C7 -1.8021 -2.0330 3.1099  0.007
C8 -0.7513 -1.2654 2.5391  0.077
O1 -0.4171 -1.5258 1.3338  0.080
H1 5.4562 0.7369 -0.0176  0.003
H2 5.2600 1.1905 1.6470  0.001
H3 1.5262 1.0562 3.7307  -0.003
H4 -0.1362 0.7206 5.3028  -0.002
H5 -2.0192 -0.5953 6.1837  0.002
H6 -3.0486 -2.3662 4.7799  0.002
H7 -2.2476 -2.8027 2.4954  -0.001
C9 -0.3204 -2.9378 -1.1972  0.000
O2 0.5559 -1.7852 -1.4052  0.002
H8 -1.3369 -2.5652 -1.1411  0.000
H9 -0.0362 -3.4610 -0.2886  0.000
H10 -0.1958 -3.5833 -2.0627  0.000
H11 1.4607 -2.1739 -1.5794  0.000
F1 2.1727 -2.6004 0.7280  0.004
As1 3.4616 -3.4812 -0.1568  0.000
F2 2.3245 -4.7493 -0.3772  0.000
F3 2.7608 -2.6951 -1.6221  0.002
F4 4.6387 -4.2345 -1.1228  0.000
F5 4.4489 -2.0651 0.0417  0.000
F6 4.0268 -4.1243 1.3170  0.000
C10 0.3311 2.8344 -0.1024  0.001
Si1 -0.4451 1.3050 -0.8336  0.000
C11 -2.2989 1.2333 -0.3416  0.000
C12 -2.9504 -0.1517 -0.4421  0.000
C13 -3.0590 2.1698 -1.3047  0.000
C14 -2.5403 1.8349 1.0468  0.001
C15 -0.2203 1.2341 -2.7229  0.001
C16 1.1966 0.9461 -3.2326  0.001
C17 -1.1642 0.2226 -3.3930  0.000
C18 -0.5638 2.6564 -3.2282  0.000
H12 -0.2249 3.6985 -0.4804  0.000
H13 1.3713 2.9494 -0.4102  0.000
H14 0.2770 2.8641 0.9846  0.000
H15 -2.8612 -0.5680 -1.4462  0.000
H16 -4.0190 -0.0572 -0.2276  0.000
H17 -2.5349 -0.8645 0.2651  0.000
H18 -3.0542 1.8288 -2.3386  0.000
H19 -2.6844 3.1953 -1.2709  0.000
H20 -4.1019 2.2001 -0.9771  0.000
H21 -2.0511 1.3016 1.8426  0.001
H22 -3.6138 1.8109 1.2561  0.000
H23 -2.2219 2.8776 1.0985  0.000
H24 1.4803 -0.1002 -3.1010  0.000
H25 1.9488 1.5850 -2.7740  0.001
H26 1.2179 1.1460 -4.3069  0.000
H27 -1.0151 -0.7890 -3.0160  0.000
H28 -0.9513 0.2042 -4.4650  0.000
H29 -2.2168 0.4821 -3.2803  0.000
H30 0.2021 3.3772 -2.9362  0.000
H31 -1.5302 3.0321 -2.8947  0.000
H32 -0.5857 2.6285 -4.3204  0.000